# 1
C7H10FNO3S | ωB97M-V/def2-TZVPD

Computed properties:
Multiplicity: 1
SMILES string: C/C1=C/C=C\N(F)S(=O)(=O)O[C@@H]1C
ΔE to the lowest compared entry with this formula, charge and spin (eV): 0.7980

Structure (XYZ):
```
23
Properties=species:S:1:pos:R:3:nbo_charge:R:1
C -2.245 0.165 -1.338 -0.6337
C -1.120 0.346 -0.278 0.0456
C -0.575 1.549 -0.144 -0.2516
C 0.559 1.963 0.712 -0.2206
C 1.889 1.676 0.590 -0.0736
N 2.310 0.856 -0.430 -0.2906
F 3.704 0.936 -0.751 -0.2108
S 2.086 -0.736 0.039 2.4538
O 2.970 -1.488 -0.775 -0.8723
O 2.043 -0.698 1.477 -0.9119
O 0.622 -1.221 -0.447 -0.6878
C -0.514 -0.912 0.324 0.0377
C -1.457 -2.182 0.488 -0.6553
H -2.355 1.150 -1.922 0.2200
H -3.013 -0.173 -0.807 0.2109
H -1.886 -0.469 -2.124 0.2227
H -1.175 2.424 -0.373 0.2196
H 0.370 2.627 1.617 0.2266
H 2.561 2.132 1.347 0.2377
H -0.150 -0.494 1.331 0.2210
H -1.941 -2.018 1.439 0.2421
H -0.848 -3.089 0.619 0.2348
H -1.836 -2.344 -0.597 0.2357
```


# 2
C20H27F3N4NiO5S | ωB97M-V/def2-TZVPD

Computed properties:
Multiplicity: 1
Net charge: -2
ΔE to the lowest compared entry with this formula, charge and spin (eV): 12.3741

Structure (XYZ):
```
61
Properties=species:S:1:pos:R:3:nbo_charge:R:1
Ni -0.103 0.078 -0.192 0.4052
C 4.016 -2.370 4.415 -0.6161
C 3.875 -3.141 3.105 -0.2064
N 2.540 -3.038 2.559 -0.4696
C 1.625 -4.115 2.839 -0.1995
C 1.676 -5.207 1.774 -0.6175
C 2.199 -1.949 1.800 0.3080
S 0.468 -1.772 1.130 -0.0068
N 3.193 -1.013 1.578 -0.3723
C 3.131 0.397 0.729 0.2667
O 1.950 0.873 0.039 -0.4002
C 4.306 1.114 0.717 -0.0117
C 4.384 2.363 0.008 -0.3402
C 5.556 3.089 -0.016 -0.1984
C 6.705 2.637 0.647 -0.4327
C 6.653 1.421 1.347 -0.2054
C 5.499 0.671 1.392 -0.3268
H 5.027 -2.479 4.818 0.1877
H 3.309 -2.739 5.162 0.1874
H 3.823 -1.308 4.262 0.2404
H 4.119 -4.194 3.283 0.1718
H 4.612 -2.782 2.382 0.2222
H 0.603 -3.753 2.962 0.2292
H 1.888 -4.559 3.807 0.1712
H 1.399 -4.811 0.797 0.2328
H 0.986 -6.019 2.024 0.1852
H 2.681 -5.630 1.696 0.1861
H 3.509 2.734 -0.512 0.1971
H 5.583 4.029 -0.560 0.1764
H 7.621 3.219 0.620 0.1693
H 7.538 1.061 1.866 0.1731
H 5.487 -0.262 1.939 0.1972
O 1.856 -0.484 0.825 -0.4397
F -0.458 2.948 3.595 -0.3398
C -1.603 2.641 2.949 0.8688
F -2.363 3.758 2.968 -0.3467
F -2.250 1.728 3.717 -0.3498
C -1.331 2.100 1.504 0.6792
O -1.832 2.754 0.584 -0.7137
O -0.627 1.069 1.486 -0.7818
C 0.824 1.501 -1.759 -0.4561
N -0.342 1.412 -2.649 -0.4571
C -0.052 1.577 -4.056 -0.1994
C -1.297 1.930 -4.837 -0.4103
C -2.331 0.869 -4.556 -0.1969
N -2.539 0.735 -3.137 -0.4703
C -3.757 0.081 -2.727 -0.3977
C -1.522 0.866 -2.192 0.7931
O -1.735 0.522 -1.030 -0.6534
H 1.474 0.654 -1.961 0.2176
H 0.519 1.512 -0.654 0.2470
H 1.361 2.432 -1.967 0.1924
H 0.392 0.641 -4.434 0.1692
H 0.692 2.369 -4.165 0.2001
H -1.083 1.987 -5.908 0.1961
H -1.669 2.905 -4.514 0.2086
H -2.012 -0.106 -4.962 0.1637
H -3.281 1.135 -5.031 0.1819
H -3.734 -0.978 -3.023 0.1663
H -4.609 0.569 -3.209 0.1701
H -3.879 0.141 -1.651 0.2551
```


# 3
C4H9N2O2 | ωB97M-V/def2-TZVPD

Computed properties:
Multiplicity: 1
Net charge: -1
ΔE to the lowest compared entry with this formula, charge and spin (eV): 7.7885

Structure (XYZ):
```
17
Properties=species:S:1:pos:R:3:nbo_charge:R:1
C -2.369 -0.055 0.213 0.0294
O -2.467 0.339 1.451 -0.6295
C -0.863 -0.350 -0.574 -0.0962
C 0.264 -0.332 0.471 -0.4560
C 1.655 0.362 0.266 0.2231
N 2.325 -0.029 1.406 -0.8744
O 2.213 -0.048 -1.040 -0.7834
N -0.550 0.441 -1.673 -0.5604
H -2.864 0.643 -0.486 0.1349
H -2.915 -1.024 0.163 0.1564
H -0.993 -1.362 -0.964 0.1898
H 0.574 -1.372 0.647 0.2265
H 0.061 -0.030 1.510 0.2584
H 1.412 1.438 0.134 0.0940
H 3.329 0.128 1.400 0.3167
H -0.201 1.338 -1.325 0.3142
H 1.390 -0.086 -1.598 0.4565
```


# 4
C4H7NS | ωB97M-V/def2-TZVPD

Computed properties:
Multiplicity: 1
SMILES string: C#C[C@H](S)CN
ΔE to the lowest compared entry with this formula, charge and spin (eV): 3.0231

Structure (XYZ):
```
13
Properties=species:S:1:pos:R:3:nbo_charge:R:1
C -0.030 2.460 -0.067 -0.2386
C 0.142 1.255 0.159 -0.0446
C 0.671 -0.112 0.492 -0.4184
S 2.450 -0.363 0.037 -0.0023
C -0.320 -1.089 -0.296 -0.2115
N -1.671 -0.960 0.050 -0.8312
H -0.036 3.501 -0.325 0.2447
H 0.688 -0.280 1.633 0.2474
H 2.144 -0.071 -1.241 0.1250
H -0.198 -1.202 -1.404 0.2150
H 0.076 -2.084 0.210 0.1839
H -2.202 -0.154 -0.349 0.3750
H -1.713 -0.902 1.102 0.3557
```


# 5
C3H5N5 | ωB97M-V/def2-TZVPD

Computed properties:
Multiplicity: 1
SMILES string: [H]/N=C(/N)n1cncn1
ΔE to the lowest compared entry with this formula, charge and spin (eV): 3.4746

Structure (XYZ):
```
13
Properties=species:S:1:pos:R:3:nbo_charge:R:1
H 1.095 1.767 0.762 0.3279
N 1.922 1.254 0.301 -0.7487
C 1.245 0.117 -0.062 0.5835
N 1.630 -1.114 -0.175 -0.7742
N -0.099 0.131 -0.170 -0.2748
C -0.915 1.057 -0.355 0.2166
N -2.201 0.732 -0.087 -0.4797
C -1.954 -0.603 0.337 0.1633
N -0.750 -1.074 0.014 -0.3417
H 2.658 -1.202 -0.271 0.4199
H 0.936 -1.753 -0.237 0.4276
H -0.908 2.248 -0.527 0.2604
H -2.658 -1.561 0.470 0.2199
```